Record 1
{"formula": "C3H11N2O2", "method": "ωB97M-V with the def2-TZVPD basis set", "total_charge": -1, "homo_lumo_gap_ev": 6.40, "e_lumo_ev": 3.4, "energy_ev": -10364.125, "symbols": ["C", "O", "C", "N", "H", "H", "H", "H", "H", "H", "H", "N", "C", "O", "H", "H", "H", "H"], "xyz": [[2.20, -1.38, 0.12], [1.99, -2.80, 0.30], [0.97, -0.84, -0.57], [1.17, 0.58, -0.92], [2.42, -0.90, 1.08], [3.06, -1.24, -0.55], [2.78, -3.24, 0.56], [0.92, -1.36, -1.53], [0.05, -1.01, -0.01], [1.57, 1.06, -0.12], [0.16, 0.96, -0.95], [-3.31, 1.75, 0.55], [-1.91, 1.31, 0.47], [-1.46, 1.05, -0.78], [-3.92, 1.00, 0.27], [-3.48, 2.55, -0.05], [-1.32, 2.08, 1.02], [-1.89, 0.40, 1.11]]}

---

Record 2
{"formula": "C33H58BN3P2PtSi", "method": "ωB97M-V with the def2-TZVPD basis set", "spin_multiplicity": 3, "homo_lumo_gap_ev": [5.60, 5.62], "e_lumo_ev": [0.5, -1.5], "energy_ev": -70011.584, "symbols": ["Pt", "C", "C", "C", "C", "P", "C", "N", "B", "N", "C", "P", "C", "C", "C", "C", "C", "C", "C", "C", "C", "C", "C", "C", "C", "C", "C", "C", "C", "C", "H", "H", "H", "H", "H", "H", "H", "H", "H", "H", "H", "H", "H", "H", "H", "H", "H", "H", "H", "H", "H", "H", "H", "H", "H", "H", "H", "H", "H", "H", "H", "H", "H", "H", "H", "H", "H", "H", "H", "H", "H", "H", "H", "H", "C", "Si", "C", "C", "N", "C", "C", "C", "C", "C", "C", "H", "H", "H", "H", "H", "H", "H", "H", "H", "H", "H", "H", "H", "H"], "xyz": [[8.06, 9.43, 15.08], [6.48, 11.93, 9.80], [6.98, 10.51, 9.42], [8.11, 10.58, 8.37], [5.77, 9.71, 8.97], [7.63, 9.74, 11.08], [9.09, 10.85, 11.60], [8.81, 11.69, 12.76], [8.12, 11.25, 14.03], [7.75, 12.58, 14.59], [7.11, 12.57, 15.91], [6.82, 10.79, 16.35], [7.60, 10.55, 18.13], [7.26, 9.07, 18.46], [9.13, 10.75, 18.07], [7.08, 11.45, 19.25], [5.06, 10.38, 15.84], [4.05, 11.29, 16.57], [4.93, 10.57, 14.33], [4.68, 8.92, 16.18], [8.42, 13.60, 13.92], [8.55, 14.96, 14.20], [9.44, 15.75, 13.44], [10.01, 15.18, 12.27], [9.74, 13.84, 11.91], [8.98, 13.06, 12.75], [8.49, 7.99, 10.84], [7.39, 7.10, 11.38], [9.79, 7.85, 11.65], [8.85, 7.71, 9.37], [5.78, 12.29, 9.03], [7.26, 12.70, 9.87], [5.90, 11.94, 10.75], [7.91, 11.47, 7.74], [8.14, 9.71, 7.72], [9.10, 10.74, 8.87], [5.12, 10.33, 8.35], [5.17, 9.46, 9.84], [6.06, 8.76, 8.48], [9.38, 11.48, 10.72], [10.04, 10.33, 11.83], [6.17, 13.09, 15.87], [7.70, 13.06, 16.71], [7.08, 8.41, 17.59], [6.35, 9.04, 19.07], [8.10, 8.66, 19.00], [9.58, 9.95, 17.49], [9.46, 10.70, 19.11], [9.43, 11.70, 17.62], [5.98, 11.45, 19.32], [7.45, 12.50, 19.10], [7.55, 11.16, 20.18], [4.34, 12.33, 16.55], [3.92, 10.94, 17.62], [3.06, 11.16, 16.08], [5.28, 11.54, 13.95], [3.85, 10.53, 14.10], [5.47, 9.78, 13.75], [4.62, 8.73, 17.24], [5.38, 8.22, 15.71], [3.71, 8.69, 15.75], [7.92, 15.43, 14.98], [9.71, 16.75, 13.74], [10.60, 15.78, 11.59], [10.13, 13.39, 10.98], [7.31, 7.28, 12.48], [7.64, 6.05, 11.17], [6.44, 7.32, 10.87], [9.65, 8.35, 12.64], [10.66, 8.31, 11.17], [9.98, 6.79, 11.88], [7.95, 7.76, 8.74], [9.25, 6.70, 9.33], [9.57, 8.44, 8.98], [7.64, 6.21, 15.48], [9.46, 6.51, 15.67], [9.91, 6.23, 17.51], [10.46, 5.43, 14.48], [9.75, 8.26, 15.32], [11.01, 8.82, 15.41], [11.25, 10.19, 15.16], [12.54, 10.75, 15.23], [13.64, 9.94, 15.58], [13.45, 8.57, 15.80], [12.17, 8.01, 15.68], [7.04, 7.09, 15.22], [7.08, 5.82, 16.34], [7.42, 5.49, 14.66], [9.17, 5.58, 17.97], [9.93, 7.15, 18.04], [10.90, 5.81, 17.65], [11.01, 4.65, 15.04], [11.15, 5.98, 13.84], [9.78, 4.92, 13.80], [10.37, 10.86, 14.97], [12.68, 11.81, 15.04], [14.62, 10.39, 15.70], [14.27, 7.96, 16.20], [12.04, 6.92, 15.88]]}

---

Record 3
{"formula": "C6H10N", "method": "ωB97M-V with the def2-TZVPD basis set", "total_charge": 1, "smiles": "C#C[C@@]1(C)C[N@H+]1C", "homo_lumo_gap_ev": 11.11, "e_lumo_ev": -3.6, "energy_ev": -7862.372, "symbols": ["C", "C", "C", "C", "C", "N", "C", "H", "H", "H", "H", "H", "H", "H", "H", "H", "H"], "xyz": [[-2.62, -0.82, 1.24], [-1.46, -0.75, 0.92], [0.26, -0.39, 0.59], [0.90, 0.11, 1.80], [0.67, -1.11, -0.63], [0.45, 0.32, -0.80], [-0.64, 0.97, -1.49], [-3.60, -0.55, 1.25], [0.40, -0.35, 2.67], [0.96, 1.14, 1.81], [1.94, -0.27, 1.82], [1.72, -1.43, -0.81], [0.01, -1.84, -1.06], [1.31, 0.95, -1.04], [-1.55, 0.70, -0.88], [-0.44, 1.97, -1.62], [-0.87, 0.57, -2.42]]}

---

Record 4
{"formula": "C27H56F2NO13PS6", "method": "ωB97M-V with the def2-TZVPD basis set", "smiles": "NC[PH2](F)CC(=O)F.O=S1(=O)CCCC1.O=S1(=O)CCCC1.O=S1(=O)CCCC1.O=S1(=O)CCCC1.O=S1(=O)CCCC1.O=S1(=O)CCCC1", "homo_lumo_gap_ev": 8.95, "e_lumo_ev": 0.0, "energy_ev": -136745.666, "symbols": ["N", "C", "P", "F", "C", "C", "O", "F", "H", "H", "H", "H", "H", "H", "H", "H", "O", "S", "O", "C", "C", "C", "C", "H", "H", "H", "H", "H", "H", "H", "H", "O", "S", "O", "C", "C", "C", "C", "H", "H", "H", "H", "H", "H", "H", "H", "O", "S", "O", "C", "C", "C", "C", "H", "H", "H", "H", "H", "H", "H", "H", "O", "S", "O", "C", "C", "C", "C", "H", "H", "H", "H", "H", "H", "H", "H", "O", "S", "O", "C", "C", "C", "C", "H", "H", "H", "H", "H", "H", "H", "H", "O", "S", "O", "C", "C", "C", "C", "H", "H", "H", "H", "H", "H", "H", "H"], "xyz": [[-3.42, 2.25, 5.80], [-4.36, 1.96, 4.65], [-4.74, 0.09, 4.50], [-5.16, -1.62, 4.46], [-3.03, -0.34, 3.77], [-2.70, 0.37, 2.32], [-3.56, 0.28, 1.30], [-1.39, 1.11, 2.23], [-2.58, 2.75, 5.45], [-3.07, 1.34, 6.22], [-3.95, 2.47, 3.68], [-5.40, 2.50, 4.89], [-4.85, 0.02, 5.97], [-5.86, 0.37, 3.64], [-3.05, -1.51, 3.56], [-2.16, -0.20, 4.57], [2.17, -2.56, 0.76], [1.97, -1.75, -0.42], [3.06, -1.33, -1.27], [0.72, -2.51, -1.43], [-0.59, -1.94, -0.91], [-0.34, -0.45, -0.69], [1.00, -0.32, 0.04], [0.78, -3.60, -1.33], [0.89, -2.21, -2.46], [-1.42, -2.11, -1.61], [-0.86, -2.41, 0.05], [-0.27, 0.05, -1.66], [-1.15, 0.02, -0.13], [1.53, 0.59, -0.25], [0.86, -0.33, 1.13], [0.64, -2.45, -4.66], [1.08, -1.09, -4.93], [0.50, 0.06, -4.27], [2.85, -1.03, -4.75], [3.39, -1.39, -6.13], [2.51, -0.63, -7.12], [1.06, -0.83, -6.70], [3.17, -1.73, -3.97], [3.12, -0.01, -4.47], [4.44, -1.13, -6.23], [3.29, -2.47, -6.30], [2.77, 0.44, -7.09], [2.68, -0.97, -8.15], [0.45, 0.05, -6.93], [0.62, -1.72, -7.17], [-2.05, -1.71, 6.22], [-2.63, -2.87, 6.86], [-3.84, -2.80, 7.65], [-2.83, -4.14, 5.62], [-1.52, -4.90, 5.64], [-1.15, -5.07, 7.12], [-1.36, -3.71, 7.80], [-3.06, -3.69, 4.66], [-3.66, -4.79, 5.94], [-1.60, -5.87, 5.14], [-0.74, -4.32, 5.14], [-1.82, -5.81, 7.58], [-0.13, -5.42, 7.25], [-1.69, -3.82, 8.83], [-0.46, -3.10, 7.76], [0.69, 1.26, -8.58], [-0.53, 0.71, -9.15], [-0.86, -0.70, -9.07], [-1.90, 1.66, -8.53], [-2.05, 2.80, -9.53], [-1.88, 2.17, -10.91], [-0.66, 1.25, -10.85], [-1.70, 2.00, -7.52], [-2.79, 1.01, -8.54], [-3.02, 3.30, -9.43], [-1.26, 3.55, -9.37], [-2.77, 1.58, -11.16], [-1.76, 2.92, -11.69], [-0.77, 0.38, -11.50], [0.26, 1.79, -11.10], [-1.86, 1.35, 8.00], [-1.59, 1.35, 9.42], [-0.48, 0.61, 10.00], [-1.51, 3.04, 9.97], [-2.94, 3.39, 10.34], [-3.49, 2.17, 11.08], [-3.09, 0.93, 10.29], [-1.10, 3.67, 9.19], [-0.86, 3.07, 10.86], [-3.00, 4.30, 10.94], [-3.53, 3.55, 9.42], [-3.04, 2.13, 12.08], [-4.57, 2.23, 11.21], [-2.91, 0.07, 10.94], [-3.85, 0.67, 9.55], [5.98, 2.74, -6.93], [6.90, 2.98, -5.84], [7.61, 4.23, -5.69], [6.08, 2.60, -4.30], [6.35, 1.12, -4.09], [7.82, 0.90, -4.46], [8.07, 1.63, -5.78], [5.02, 2.84, -4.38], [6.55, 3.20, -3.52], [6.14, 0.81, -3.07], [5.71, 0.52, -4.76], [8.45, 1.33, -3.68], [8.06, -0.16, -4.54], [9.09, 2.03, -5.83], [7.88, 0.98, -6.64]]}

---

Record 5
{"formula": "C38H40HoN7O3P2", "method": "ωB97M-V with the def2-TZVPD basis set", "total_charge": 2, "spin_multiplicity": 5, "homo_lumo_gap_ev": [8.20, 8.21], "e_lumo_ev": [-4.3, -4.3], "energy_ev": -101001.624, "symbols": ["Ho", "C", "N", "C", "C", "N", "N", "C", "N", "N", "H", "H", "H", "H", "H", "H", "H", "H", "H", "H", "H", "O", "C", "C", "C", "C", "C", "C", "C", "N", "C", "C", "N", "H", "H", "H", "H", "H", "H", "H", "O", "P", "C", "P", "O", "C", "C", "C", "C", "C", "C", "C", "C", "C", "C", "C", "C", "C", "C", "C", "C", "C", "C", "C", "C", "C", "C", "C", "C", "H", "H", "H", "H", "H", "H", "H", "H", "H", "H", "H", "H", "H", "H", "H", "H", "H", "H", "H", "H", "H", "H"], "xyz": [[0.27, 0.29, -0.26], [6.23, 0.50, -1.12], [5.02, -0.13, -0.59], [5.18, -1.33, 0.23], [3.78, 0.33, -0.86], [2.71, -0.04, -0.23], [3.71, 1.24, -1.90], [2.58, 1.81, -2.46], [2.83, 2.48, -3.61], [1.41, 1.74, -1.91], [6.46, 0.18, -2.14], [7.07, 0.23, -0.49], [6.14, 1.59, -1.09], [6.15, -1.76, 0.01], [4.42, -2.06, -0.03], [5.13, -1.10, 1.29], [2.94, -0.69, 0.52], [4.54, 1.33, -2.45], [3.71, 2.45, -4.08], [2.06, 2.88, -4.13], [0.73, 2.24, -2.47], [-0.09, -1.65, -0.38], [0.38, -2.19, -1.50], [1.25, -3.29, -1.43], [1.73, -3.90, -2.57], [1.37, -3.42, -3.83], [0.51, -2.35, -3.92], [-0.01, -1.72, -2.78], [-1.03, -0.68, -2.91], [-1.28, 0.30, -2.04], [-2.34, 1.02, -2.55], [-2.73, 0.48, -3.73], [-1.89, -0.58, -3.95], [1.49, -3.67, -0.45], [2.37, -4.76, -2.49], [1.75, -3.89, -4.73], [0.23, -1.98, -4.90], [-2.76, 1.86, -2.01], [-3.51, 0.75, -4.42], [-1.95, -1.22, -4.72], [-0.91, 1.97, 0.65], [-0.06, 3.17, 0.98], [1.62, 2.61, 1.51], [1.40, 1.11, 2.59], [0.61, 0.04, 1.90], [0.62, 1.64, 4.11], [-0.54, 0.98, 4.52], [-1.12, 1.31, 5.73], [-0.55, 2.30, 6.52], [0.61, 2.96, 6.11], [1.20, 2.62, 4.91], [3.05, 0.51, 3.02], [3.08, -0.80, 3.50], [4.27, -1.33, 3.97], [5.42, -0.55, 3.97], [5.39, 0.75, 3.48], [4.20, 1.29, 3.00], [0.14, 4.21, -0.48], [-1.04, 4.43, -1.19], [-1.04, 5.25, -2.31], [0.14, 5.86, -2.71], [1.32, 5.65, -2.00], [1.32, 4.83, -0.88], [-0.72, 4.21, 2.28], [-0.04, 5.36, 2.65], [-0.60, 6.21, 3.59], [-1.84, 5.92, 4.14], [-2.52, 4.77, 3.76], [-1.97, 3.91, 2.83], [2.12, 3.41, 2.07], [2.22, 2.34, 0.64], [-0.96, 0.20, 3.89], [-2.01, 0.80, 6.07], [-1.00, 2.56, 7.47], [1.06, 3.71, 6.74], [2.13, 3.09, 4.61], [2.17, -1.39, 3.50], [4.30, -2.34, 4.36], [6.35, -0.95, 4.36], [6.29, 1.35, 3.48], [4.18, 2.31, 2.63], [-1.96, 3.96, -0.85], [-1.96, 5.42, -2.85], [0.14, 6.51, -3.57], [2.23, 6.14, -2.31], [2.24, 4.67, -0.33], [0.91, 5.61, 2.19], [-0.07, 7.11, 3.88], [-2.28, 6.59, 4.86], [-3.49, 4.55, 4.19], [-2.49, 3.02, 2.51]]}

---

Record 6
{"formula": "C5H9N2O3", "method": "ωB97M-V with the def2-TZVPD basis set", "total_charge": 1, "smiles": "C[NH2+][C@@]1(C)NC(=O)OC1=O", "homo_lumo_gap_ev": 11.42, "e_lumo_ev": -3.9, "energy_ev": -14446.083, "symbols": ["C", "N", "C", "C", "N", "C", "O", "O", "C", "O", "H", "H", "H", "H", "H", "H", "H", "H", "H"], "xyz": [[1.57, -0.76, 1.30], [0.15, -0.79, 0.90], [-0.42, -0.09, -0.18], [-1.94, -0.06, -0.13], [0.21, 1.31, -0.07], [0.66, 1.72, -1.31], [1.14, 2.73, -1.69], [0.52, 0.60, -2.19], [0.04, -0.52, -1.60], [-0.01, -1.62, -2.06], [1.56, -1.31, 2.21], [2.34, -0.96, 0.62], [1.86, 0.36, 1.62], [-0.38, -0.70, 1.77], [-0.15, -1.77, 0.62], [-2.33, -1.02, -0.43], [-2.33, 0.78, -0.69], [-2.12, 0.13, 0.97], [-0.37, 1.98, 0.34]]}